No. 1
This record from the OMol25 dataset describes one molecule with the formula C6H6O4S. The level of theory is wB97M-V/def2-TZVPD.

Output
E = -931.2490 a.u.

CARTESIAN COORDINATES (ANGSTROEM)
C  -1.917  -0.753  0.004
C  -0.938  1.232  0.992
C  0.780  -0.691  0.590
C  -1.347  -0.535  -1.263
C  0.421  0.764  0.639
C  1.943  -0.791  -0.456
O  -2.333  -1.837  0.398
O  -1.090  2.388  1.428
O  0.394  -1.476  1.405
O  -1.964  0.320  0.891
S  1.544  2.047  0.554
H  -1.215  -1.360  -1.935
H  -1.372  0.474  -1.797
H  2.294  -1.766  -0.672
H  2.862  -0.345  -0.285
H  1.453  -0.535  -1.316
H  0.486  2.866  0.824

***

No. 2
This record from the OMol25 dataset describes C21H36CdP2S as an isolated structure. The level of theory is wB97M-V/def2-TZVPD.

Output
E = -2070.0762 a.u.

CARTESIAN COORDINATES (ANGSTROEM)
P  3.053  -0.112  -1.230
P  0.266  -2.775  -1.338
C  2.939  -1.824  -1.896
C  1.579  -2.246  -2.485
H  3.273  -2.542  -1.133
H  3.698  -1.868  -2.709
H  1.167  -1.477  -3.160
H  1.766  -3.140  -3.113
C  0.315  -4.581  -1.300
H  -0.598  -4.960  -0.809
H  1.215  -4.954  -0.796
H  0.340  -4.933  -2.347
C  -1.319  -2.351  -2.106
H  -1.592  -3.189  -2.759
H  -1.273  -1.449  -2.740
H  -2.128  -2.220  -1.368
C  4.675  -0.041  -0.461
H  4.738  0.828  0.209
H  5.432  0.061  -1.251
H  4.854  -0.942  0.142
C  3.137  0.902  -2.723
H  2.500  0.495  -3.519
H  4.178  0.905  -3.054
H  2.838  1.935  -2.512
Cd  -2.513  1.262  -1.314
C  0.803  -2.286  0.445
C  2.173  -2.098  0.933
C  2.384  -1.467  2.260
C  1.837  -0.015  2.487
C  1.974  0.929  1.399
C  1.916  0.679  -0.050
C  0.481  0.147  -0.412
C  -0.070  -0.960  0.465
C  -1.709  2.913  -0.188
H  0.316  -3.040  1.094
H  2.889  -2.906  0.735
H  3.456  -1.397  2.494
H  1.948  -2.088  3.055
H  0.803  -0.077  2.874
H  2.425  0.440  3.307
H  1.970  1.981  1.662
H  1.971  1.702  -0.497
H  0.420  -0.156  -1.473
H  -0.154  1.037  -0.343
H  -0.269  -0.599  1.473
H  -1.075  -1.205  0.083
H  -1.563  3.673  -0.977
H  -0.760  2.845  0.388
H  -2.539  3.237  0.475
S  -4.904  1.256  -0.370
C  -4.966  2.345  0.948
C  -5.568  3.617  0.770
C  -5.767  4.453  1.859
C  -5.367  4.052  3.142
C  -4.739  2.812  3.323
C  -4.542  1.960  2.245
H  -5.925  3.878  -0.225
H  -6.270  5.408  1.710
H  -5.565  4.692  3.997
H  -4.429  2.490  4.314
H  -4.122  0.965  2.370

***

The evaluated strongest force on any atom for the records listed, in turn: 3.84; 3.26 eV Å⁻¹.
The evaluated ΔE to the lowest compared entry with this formula, charge and spin for the records listed, in turn: 308.4; 16.8 kJ/mol.